Entry 1:
Entry from the Open Molecules 2025 dataset: 2 unconnected molecules or ions with the total composition C3H11N2O2 (wB97M-V/def2-TZVPD).

Calculated values
Orbital gap in eV: 11.52
Electronic energy in a.u.: -380.62477
Charge: +1
Maximum force in eV/Å: 4.617

Positions of all 18 atoms, in Å:
O  -0.04  -1.22  2.08
C  0.38  -1.60  1.06
N  0.69  -2.90  0.73
C  0.46  -0.65  -0.17
N  0.20  0.71  0.34
C  -1.26  1.05  0.41
H  0.72  -3.72  1.38
H  0.97  -3.11  -0.21
H  1.42  -0.81  -0.58
H  -0.34  -0.88  -1.05
H  0.75  1.45  -0.08
H  0.75  0.63  1.39
H  -1.23  2.16  0.21
H  -1.67  0.93  1.45
H  -1.88  0.28  -0.04
H  -0.67  2.76  -1.90
H  0.62  2.62  -2.94
O  0.14  2.31  -2.07

Entry 2:
Entry from the Open Molecules 2025 dataset: 2 unconnected molecules or ions with the total composition C3H11N2O4 (wB97M-V/def2-TZVPD).

Calculated values
Orbital gap in eV: 8.88
Electronic energy in a.u.: -531.01871
Charge: +1
Maximum force in eV/Å: 4.679

Positions of all 20 atoms, in Å:
C  2.59  -0.15  0.25
C  0.54  1.16  0.58
C  -3.16  -0.40  0.00
N  3.03  -1.51  -0.12
N  1.11  0.00  -0.20
O  -0.37  1.75  -0.48
O  -3.76  0.74  0.23
O  -3.88  -1.46  -0.01
O  -1.98  -0.45  -0.35
H  3.22  0.57  -0.16
H  2.78  -0.09  1.27
H  1.40  1.95  0.62
H  4.01  -1.58  -0.37
H  2.81  -2.36  0.28
H  1.03  0.34  -1.14
H  0.61  -0.82  -0.03
H  -0.65  2.67  -0.19
H  -4.62  0.65  0.63
H  -3.50  -2.22  -0.38
H  -1.21  1.18  -0.43

Entry 3:
Entry from the Open Molecules 2025 dataset: 2 unconnected molecules or ions with the total composition C3H11N2OPS (wB97M-V/def2-TZVPD).

Calculated values
Orbital gap in eV: 9.60
Electronic energy in a.u.: -1045.16875
SMILES string: C/C=N/C.NP(O)S
Maximum force in eV/Å: 4.634

Positions of all 19 atoms, in Å:
C  -2.27  0.07  0.80
C  0.10  -2.04  -1.09
C  -1.44  -0.52  -0.30
N  1.77  2.21  1.43
N  -0.55  -1.31  -0.04
O  2.05  -0.30  0.62
P  0.85  0.92  0.69
S  0.88  1.71  -1.37
H  -3.15  -0.56  0.78
H  -1.71  -0.18  1.70
H  -2.37  1.11  0.62
H  -0.57  -2.23  -1.89
H  0.98  -1.36  -1.39
H  0.64  -2.80  -0.57
H  -1.90  -0.33  -1.33
H  0.50  0.55  -1.75
H  2.21  2.93  0.88
H  1.38  2.49  2.33
H  2.61  -0.34  -0.12

Entry 4:
Entry from the Open Molecules 2025 dataset: 2 unconnected molecules or ions with the total composition C3H11N2S (wB97M-V/def2-TZVPD).

Calculated values
Orbital gap in eV: 9.36
Electronic energy in a.u.: -628.22438
Charge: +1
Maximum force in eV/Å: 4.246

Positions of all 17 atoms, in Å:
C  1.64  -0.37  -0.65
C  -1.85  1.25  0.93
C  0.79  -0.16  0.51
N  -1.05  0.56  -0.10
N  0.42  -1.26  1.17
S  -1.87  -0.62  -0.92
H  1.88  0.49  -1.32
H  2.59  -0.70  -0.09
H  1.53  -1.24  -1.38
H  -1.53  0.72  1.92
H  -1.61  2.33  0.88
H  -2.93  1.15  0.79
H  0.95  0.67  1.07
H  0.27  -2.18  0.73
H  -2.21  -1.84  -0.30
H  -0.10  -1.22  2.02
H  -0.68  -1.17  -1.51

Entry 5:
Entry from the Open Molecules 2025 dataset: a gas-phase ion, C3H11N2S (charge +1) (wB97M-V/def2-TZVPD).

Calculated values
Orbital gap in eV: 9.68
Electronic energy in a.u.: -628.28005
Charge: +1
SMILES string: C[C@H]([NH3+])N(C)S
Maximum force in eV/Å: 2.713

Positions of all 17 atoms, in Å:
C  -0.96  -1.28  1.03
C  1.07  1.63  0.20
C  -0.57  -0.09  0.14
N  0.79  0.24  0.26
N  -1.07  -0.26  -1.53
S  2.04  -0.98  -0.16
H  -0.72  -1.06  2.06
H  -2.04  -1.30  0.86
H  -0.32  -2.13  0.82
H  1.94  1.70  0.79
H  1.15  2.15  -0.73
H  0.20  2.07  0.62
H  -1.21  0.79  0.52
H  -0.58  -1.01  -2.08
H  -0.73  0.68  -1.78
H  -2.02  -0.26  -1.78
H  3.02  -0.88  0.76

Entry 6:
Entry from the Open Molecules 2025 dataset: 2 unconnected molecules or ions with the total composition C3H11N2S2 (wB97M-V/def2-TZVPD).

Calculated values
Orbital gap in eV: 7.98
Electronic energy in a.u.: -1026.55879
Charge: +1
Maximum force in eV/Å: 0.891

Positions of all 18 atoms, in Å:
C  -1.11  3.17  0.69
S  -0.14  1.67  0.33
S  -0.57  0.40  1.88
C  1.00  -0.55  2.03
H  -2.17  2.96  0.54
H  -0.90  3.52  1.69
H  -0.75  3.85  -0.08
H  1.75  0.02  2.58
H  0.72  -1.46  2.54
H  1.38  -0.77  1.04
N  -0.24  -2.72  -1.69
C  -0.23  -1.44  -1.41
N  0.71  -0.62  -1.81
H  0.50  -3.19  -2.19
H  -1.07  -3.25  -1.49
H  -1.06  -1.02  -0.86
H  0.60  0.36  -1.57
H  1.58  -0.91  -2.22

Question: Among the records above, which one has the lowest maximum force?
Answer: C3H11N2S2

Question: The highest electronic energy belongs to which entry?
Answer: C3H11N2O2

Question: Among the records above, which one has the highest maximum force?
Answer: C3H11N2O4

Copy entry 3 word for word.
Entry from the Open Molecules 2025 dataset: 2 unconnected molecules or ions with the total composition C3H11N2OPS (wB97M-V/def2-TZVPD).

Calculated values
Orbital gap in eV: 9.60
Electronic energy in a.u.: -1045.16875
SMILES string: C/C=N/C.NP(O)S
Maximum force in eV/Å: 4.634

Positions of all 19 atoms, in Å:
C  -2.27  0.07  0.80
C  0.10  -2.04  -1.09
C  -1.44  -0.52  -0.30
N  1.77  2.21  1.43
N  -0.55  -1.31  -0.04
O  2.05  -0.30  0.62
P  0.85  0.92  0.69
S  0.88  1.71  -1.37
H  -3.15  -0.56  0.78
H  -1.71  -0.18  1.70
H  -2.37  1.11  0.62
H  -0.57  -2.23  -1.89
H  0.98  -1.36  -1.39
H  0.64  -2.80  -0.57
H  -1.90  -0.33  -1.33
H  0.50  0.55  -1.75
H  2.21  2.93  0.88
H  1.38  2.49  2.33
H  2.61  -0.34  -0.12